{
  "formula": "C30H68BF8N2O20P2S5",
  "method": "ωB97M-V/def2-TZVPD",
  "species": ["C", "C", "O", "P", "O", "C", "C", "C", "B", "C", "F", "F", "C", "F", "F", "O", "C", "C", "N", "C", "C", "P", "N", "C", "F", "F", "C", "F", "F", "O", "O", "C", "C", "H", "H", "H", "H", "H", "H", "H", "H", "H", "H", "H", "H", "H", "H", "H", "H", "H", "H", "H", "H", "H", "H", "H", "H", "H", "H", "H", "H", "O", "S", "O", "O", "C", "C", "C", "H", "H", "H", "H", "H", "H", "H", "H", "O", "S", "O", "O", "C", "C", "C", "H", "H", "H", "H", "H", "H", "H", "H", "O", "S", "O", "O", "C", "C", "C", "H", "H", "H", "H", "H", "H", "H", "H", "O", "S", "O", "O", "C", "C", "C", "H", "H", "H", "H", "H", "H", "H", "H", "O", "S", "O", "O", "C", "C", "C", "H", "H", "H", "H", "H", "H", "H", "H"],
  "positions_angstrom": [[5.99614, 1.10120, 2.24489], [6.23605, 1.02704, 0.73770], [6.75449, -0.26294, 0.36876], [5.86710, -1.27084, -0.51994], [6.62890, -2.50938, -0.75690], [4.26676, -1.40334, 0.26304], [3.03306, -1.23876, -0.64500], [1.74022, -1.86006, -0.06837], [0.82421, -0.75881, 0.70694], [1.46171, -0.33628, 2.18890], [2.19108, 0.82813, 2.09791], [2.38084, -1.28373, 2.61485], [0.45675, -0.18178, 3.37188], [0.77842, -0.99492, 4.41793], [0.46336, 1.08402, 3.85929], [0.60683, 0.45110, -0.11637], [-0.57644, 0.33223, -0.85839], [-0.27886, -0.18134, -2.28663], [-0.77631, 0.73694, -3.31874], [-2.23109, 0.79544, -3.44566], [-1.47351, -0.53418, 0.08445], [-2.41600, -2.00348, -0.57694], [-1.53318, -3.17411, -1.11287], [-2.30485, 0.39920, 0.99830], [-2.94601, -0.35196, 1.95840], [-1.49362, 1.23646, 1.67337], [-3.43888, 1.28325, 0.43703], [-2.97167, 2.40563, -0.14686], [-4.14086, 0.60157, -0.50226], [-0.60328, -1.26865, 0.89173], [5.55626, -0.40680, -1.83333], [6.68256, 0.00622, -2.62410], [6.34242, -0.12227, -4.09038], [6.55080, 0.29922, 2.73576], [4.93966, 0.98868, 2.49898], [6.33969, 2.05672, 2.64859], [6.98155, 1.75876, 0.41483], [5.31719, 1.23121, 0.17854], [4.22852, -0.67413, 1.07237], [4.26858, -2.38759, 0.74440], [2.87028, -0.16525, -0.79045], [3.25579, -1.64404, -1.63726], [1.12507, -2.25460, -0.88736], [1.99367, -2.73089, 0.54989], [-0.55933, -0.42935, 3.06834], [-1.00732, 1.33249, -0.96853], [0.81152, -0.17893, -2.34932], [-0.61493, -1.21626, -2.43595], [-0.39103, 0.43629, -4.20552], [-2.51314, 0.86768, -4.49969], [-2.63735, 1.67199, -2.93264], [-2.73898, -0.08883, -3.03855], [-3.41822, -1.51200, -1.43038], [-3.13409, -2.30332, 0.59113], [-1.71688, -3.40505, -2.08216], [-4.11554, 1.55897, 1.24931], [7.52886, -0.65084, -2.39741], [6.95852, 1.02966, -2.34986], [5.60748, 0.60599, -4.44027], [5.97253, -1.13040, -4.28435], [7.25439, 0.00175, -4.67995], [-2.67534, -5.31388, 1.86810], [-1.30279, -5.39946, 2.28181], [-0.41319, -6.24845, 1.55088], [-1.29440, -5.85121, 3.82506], [-2.10568, -6.99147, 4.16556], [-1.45198, -8.30724, 3.79669], [-0.61852, -3.81078, 2.51071], [-3.08189, -6.87961, 3.69124], [-2.23839, -6.90682, 5.24341], [-1.38174, -8.42506, 2.71713], [-2.04292, -9.12953, 4.20430], [-0.44442, -8.35915, 4.20981], [-1.31647, -3.22680, 3.10480], [-0.47938, -3.35609, 1.53046], [0.33858, -3.91404, 3.01774], [-8.66309, -2.27658, -3.22188], [-9.04935, -1.11766, -2.47323], [-8.39353, 0.12584, -2.73767], [-8.98828, -1.45362, -0.92931], [-7.77129, -2.07170, -0.41759], [-6.65563, -1.07335, -0.21953], [-10.78947, -0.88446, -2.58336], [-7.48728, -2.87976, -1.09186], [-8.09209, -2.51151, 0.52414], [-6.29135, -0.68750, -1.16986], [-5.82765, -1.55903, 0.29838], [-7.00025, -0.23124, 0.38121], [-11.28411, -1.82245, -2.34824], [-10.99382, -0.58490, -3.60891], [-11.07721, -0.09805, -1.89097], [-6.18164, 4.99816, 1.57348], [-5.41785, 5.98833, 0.86812], [-5.43469, 7.33430, 1.35799], [-5.87032, 5.97502, -0.65984], [-7.29186, 5.99221, -0.92721], [-7.89262, 7.37337, -0.78247], [-3.77730, 5.43334, 0.62642], [-7.77478, 5.26634, -0.27225], [-7.36560, 5.62961, -1.95058], [-7.87950, 7.70682, 0.25361], [-8.92614, 7.35098, -1.13154], [-7.33600, 8.09516, -1.38032], [-3.81950, 4.43486, 0.20450], [-3.29555, 5.42940, 1.60209], [-3.26679, 6.12448, -0.03902], [7.77822, -4.44482, -5.42963], [8.68562, -3.58945, -4.72401], [8.50961, -2.17246, -4.81364], [10.17157, -3.97561, -5.15178], [10.43056, -4.08745, -6.57248], [10.59640, -2.73946, -7.23903], [8.77749, -4.03560, -3.02999], [9.62676, -4.66946, -7.02432], [11.34684, -4.67270, -6.62187], [9.66119, -2.18271, -7.24944], [10.92655, -2.88869, -8.26813], [11.34266, -2.14344, -6.71370], [8.93867, -5.10721, -2.95511], [7.82360, -3.74753, -2.58594], [9.58615, -3.47413, -2.57021], [-1.59787, 6.17038, 3.81563], [-0.30705, 6.49238, 4.35140], [0.85948, 5.99842, 3.69183], [-0.28090, 6.10557, 5.88606], [-0.79502, 4.79330, 6.25756], [0.16898, 3.66897, 5.96650], [-0.16497, 8.23374, 4.55115], [-1.75095, 4.64950, 5.75336], [-0.98652, 4.89745, 7.32378], [0.30588, 3.51362, 4.89759], [-0.22884, 2.74666, 6.39063], [1.14536, 3.86548, 6.40956], [-1.04004, 8.59908, 5.08083], [-0.11664, 8.65300, 3.54854], [0.75040, 8.44368, 5.09774]],
  "atomic_forces_ev_per_a": [[-0.049, 0.012, -0.009], [-0.047, 0.035, -0.020], [-0.010, -0.159, 0.096], [0.082, 0.397, -0.071], [0.010, -0.003, -0.091], [-0.230, -0.202, 0.126], [-0.013, -0.012, -0.103], [0.069, 0.130, 0.060], [-0.006, -0.054, -0.305], [-0.039, -0.107, -0.010], [0.071, 0.079, 0.022], [0.034, -0.086, -0.012], [-0.221, -0.060, -0.220], [0.076, -0.155, 0.129], [-0.009, 0.304, 0.065], [-0.041, 0.110, 0.268], [0.264, 0.033, 0.064], [-0.001, 0.136, 0.077], [-0.030, -0.226, -0.130], [-0.028, 0.005, 0.015], [-0.076, -0.150, -0.263], [0.055, 0.098, -0.059], [-0.162, 0.001, -0.049], [-0.258, -0.125, -0.058], [-0.037, -0.145, 0.047], [0.211, 0.248, 0.112], [0.067, -0.253, 0.066], [0.179, 0.124, -0.136], [-0.092, -0.083, -0.076], [0.144, 0.285, 0.347], [-0.048, 0.065, 0.056], [0.150, -0.224, -0.158], [0.123, 0.010, -0.205], [0.027, 0.100, -0.024], [0.084, -0.034, -0.035], [-0.053, -0.061, -0.032], [-0.019, -0.086, 0.060], [0.064, 0.026, 0.046], [-0.013, -0.045, 0.040], [-0.006, 0.062, -0.065], [0.059, -0.092, -0.119], [-0.011, -0.079, 0.101], [0.067, 0.051, 0.054], [-0.059, 0.052, -0.034], [0.116, 0.013, 0.027], [-0.031, -0.007, -0.038], [-0.096, -0.065, -0.058], [-0.064, 0.082, 0.022], [0.037, 0.066, 0.102], [0.013, 0.080, 0.095], [0.000, -0.071, 0.022], [0.052, -0.034, -0.041], [-0.108, -0.002, -0.020], [-0.048, -0.055, -0.006], [0.098, -0.004, 0.064], [0.034, 0.035, -0.004], [-0.009, 0.106, -0.041], [-0.104, -0.058, 0.019], [-0.051, -0.036, 0.229], [-0.007, 0.092, -0.029], [-0.101, 0.014, 0.043], [0.004, 0.015, -0.014], [-0.109, -0.072, 0.067], [0.017, 0.015, 0.007], [0.054, -0.023, -0.077], [-0.098, -0.022, 0.065], [0.045, 0.038, -0.015], [0.135, 0.025, 0.004], [0.007, 0.003, -0.013], [0.022, -0.001, -0.002], [-0.004, 0.006, -0.004], [0.000, -0.005, 0.001], [-0.013, -0.015, 0.015], [0.012, 0.032, -0.014], [-0.071, -0.094, -0.059], [-0.007, -0.006, 0.000], [-0.012, -0.010, 0.000], [0.044, -0.022, -0.028], [-0.026, 0.020, 0.022], [0.004, 0.072, -0.008], [0.087, -0.165, 0.082], [-0.096, 0.038, -0.068], [-0.024, -0.008, -0.006], [-0.015, 0.029, -0.033], [-0.008, 0.033, 0.007], [-0.001, -0.011, 0.011], [0.003, -0.006, -0.002], [0.034, -0.009, 0.022], [-0.003, 0.005, -0.001], [0.001, 0.000, 0.003], [-0.001, 0.003, -0.007], [0.040, 0.008, -0.010], [-0.201, -0.024, 0.013], [0.070, 0.000, -0.038], [0.048, 0.083, 0.056], [-0.102, -0.104, -0.045], [0.059, 0.014, 0.007], [0.076, 0.048, 0.027], [0.012, 0.011, 0.012], [0.017, 0.022, -0.002], [0.001, -0.009, 0.006], [-0.003, 0.005, 0.002], [-0.022, -0.004, -0.015], [0.055, 0.020, 0.006], [0.021, -0.006, 0.058], [-0.020, 0.005, -0.005], [-0.002, -0.011, -0.090], [-0.119, -0.101, 0.368], [0.133, 0.084, -0.168], [0.044, 0.077, -0.048], [0.013, -0.096, -0.038], [-0.004, 0.020, 0.047], [-0.062, -0.046, -0.074], [-0.012, 0.012, 0.010], [0.013, 0.023, 0.013], [-0.006, -0.009, 0.005], [0.002, 0.005, -0.008], [0.013, -0.007, -0.019], [-0.001, 0.000, 0.001], [0.004, 0.050, 0.103], [-0.018, 0.012, 0.012], [-0.040, 0.000, -0.035], [-0.054, -0.063, -0.063], [0.028, 0.043, 0.045], [0.090, -0.045, -0.041], [-0.188, -0.088, 0.106], [0.094, 0.070, -0.097], [-0.008, 0.031, 0.000], [0.023, 0.024, -0.032], [0.045, 0.009, 0.004], [-0.022, 0.002, 0.004], [0.008, -0.018, -0.012], [-0.022, 0.000, 0.035], [0.005, 0.003, -0.001], [0.004, 0.000, 0.004], [0.000, 0.009, -0.007]],
  "molar_mass_g_mol": 1161.95,
  "fmax_ev_per_a": 0.471,
  "total_charge": -1,
  "homo_energy_ev": -5.857,
  "orbital_gap_ev": 7.61,
  "lumo_energy_ev": 1.75
}